# C8H23N6

An isolated ion of composition C8H23N6 and charge +1 at a distorted geometry (wB97M-V/def2-TZVPD, the Open Molecules 2025 dataset).

charge	+1
E	-646.7091	Ha
frontier orbital gap	8.15	eV
E_HOMO	-10.89	eV
energy relative to the best compared isomer or geometry (same formula, charge and spin)	466.5	kJ/mol
LUMO energy	-2.739	eV

Positions of all 37 atoms, in Å:
1 C 1.549 0.515 -0.359
2 C 0.442 1.511 -0.004
3 C -1.369 0.351 -0.232
4 C 0.233 2.091 1.375
5 C -1.899 0.729 -1.577
6 C 2.012 -1.715 -1.369
7 C -2.189 -1.938 -0.038
8 C 0.760 -1.665 1.815
9 N 1.038 -0.813 -0.620
10 N -1.084 -0.993 0.183
11 N 2.598 0.584 0.671
12 N 0.201 2.458 -1.033
13 N -2.221 1.016 0.673
14 N 0.212 -1.507 0.275
15 H 1.940 0.833 -1.341
16 H 0.562 3.086 1.564
17 H 0.492 1.460 2.187
18 H -0.893 2.181 1.478
19 H -2.992 0.411 -1.659
20 H -1.277 0.397 -2.417
21 H -1.940 1.769 -1.605
22 H 2.753 -2.151 -0.657
23 H 1.516 -2.659 -1.614
24 H 2.343 -1.187 -2.199
25 H -2.658 -1.769 -1.105
26 H -1.973 -3.010 0.066
27 H -3.025 -1.736 0.708
28 H 1.053 -0.697 2.127
29 H -0.114 -2.060 2.367
30 H 1.645 -2.283 1.874
31 H 3.493 0.239 0.287
32 H 2.724 1.474 1.201
33 H 0.814 3.302 -1.076
34 H 0.059 1.994 -1.949
35 H -2.925 1.688 0.407
36 H -2.193 0.653 1.635
37 H 0.314 -2.558 -0.041

Results of the Löwdin charge analysis, in e, for atoms 1 through 4: atom 1 (C): -0.35, atom 2 (C): -0.33, atom 3 (C): -0.40, atom 4 (C): -0.06

---

# C8H23NO5Ti

C8H23NO5Ti as an isolated structure at a distorted geometry (wB97M-V/def2-TZVPD, the Open Molecules 2025 dataset).

charge	+1
E	-1598.6918	Ha
frontier orbital gap (alpha / beta)	5.41 / 9.78	eV
multiplicity	4
E_HOMO (alpha / beta)	-7.73 / -12.52	eV
energy relative to the best compared isomer or geometry (same formula, charge and spin)	113.0	kJ/mol
LUMO energy (alpha / beta)	-2.319 / -2.732	eV

Positions of all 38 atoms, in Å:
1 Ti -0.014 0.797 -0.586
2 C 0.901 -0.909 -3.227
3 O 1.126 -0.604 -1.850
4 C 1.659 -1.671 -1.039
5 C 1.462 -1.379 0.460
6 N 0.021 -1.137 0.755
7 C -0.252 -0.816 2.167
8 C -1.753 -0.891 2.414
9 O -2.181 -2.231 2.445
10 C -3.049 -2.633 1.395
11 H -0.157 -0.744 -3.419
12 H 1.202 -1.918 -3.514
13 H 1.525 -0.247 -3.830
14 H 2.731 -1.738 -1.249
15 H 1.253 -2.638 -1.340
16 H 2.110 -0.687 0.986
17 H 1.651 -2.378 0.879
18 H -0.532 -1.991 0.689
19 H 0.135 0.177 2.420
20 H 0.188 -1.478 2.923
21 H -2.374 -0.322 1.715
22 H -1.941 -0.417 3.382
23 H -4.039 -2.220 1.666
24 H -3.282 -3.693 1.439
25 H -2.775 -2.210 0.428
26 C 2.131 3.253 0.015
27 C 0.946 3.883 -0.693
28 O -0.233 3.169 -0.240
29 O 2.232 1.815 0.063
30 H 2.107 3.622 1.048
31 H 3.089 3.666 -0.313
32 H 0.921 3.738 -1.774
33 H 0.894 4.935 -0.422
34 H -1.031 3.703 -0.269
35 H 3.177 1.640 0.051
36 O -2.278 0.177 -0.993
37 H -2.408 0.382 -1.931
38 H -3.163 -0.006 -0.652

Results of the Löwdin charge analysis, in e, for atoms 1 through 4: atom 1 (Ti): 0.76, atom 2 (C): -0.06, atom 3 (O): -0.34, atom 4 (C): -0.17

---

# C8H24B2Br8Na3

C8H24B2Br8Na3 as an isolated structure at a distorted geometry (wB97M-V/def2-TZVPD, the Open Molecules 2025 dataset).

charge	+1
E	-21446.4539	Ha
frontier orbital gap	4.57	eV
E_HOMO	-8.69	eV
LUMO energy	-4.117	eV

Positions of all 45 atoms, in Å:
1 Na 5.230 18.932 -11.574
2 Na 2.898 17.454 -12.565
3 Na 3.899 17.118 -10.170
4 B 3.459 18.806 -10.758
5 H 3.603 17.955 -11.405
6 H 2.414 19.076 -10.733
7 H 3.819 18.642 -9.754
8 H 4.035 19.626 -11.157
9 B 4.308 18.532 -13.267
10 H 4.352 17.888 -12.402
11 H 3.829 19.453 -12.971
12 H 5.338 18.637 -13.572
13 H 3.692 18.114 -14.048
14 Br 5.478 21.127 -11.687
15 C 3.968 21.705 -10.531
16 C 4.169 21.040 -9.191
17 Br 2.646 21.614 -8.024
18 H 3.038 21.378 -10.996
19 H 4.032 22.788 -10.430
20 H 5.128 21.231 -8.708
21 H 4.180 19.952 -9.123
22 Br 2.315 22.307 -13.169
23 C 2.266 20.428 -12.337
24 C 1.487 19.435 -13.261
25 Br 0.938 17.729 -12.224
26 H 1.792 20.670 -11.386
27 H 3.318 20.192 -12.183
28 H 2.057 19.109 -14.131
29 H 0.517 19.846 -13.539
30 Br 0.802 16.596 -10.158
31 C 1.057 17.713 -8.496
32 C 1.478 19.142 -8.903
33 Br 1.360 20.359 -7.318
34 H 1.748 17.180 -7.843
35 H 0.074 17.750 -8.026
36 H 0.843 19.589 -9.668
37 H 2.404 19.042 -9.470
38 Br 3.009 18.080 -5.969
39 C 3.850 19.164 -7.425
40 C 5.082 18.269 -7.861
41 Br 6.470 19.328 -8.824
42 H 4.212 20.077 -6.951
43 H 3.095 19.521 -8.125
44 H 4.848 17.413 -8.494
45 H 5.484 18.019 -6.879

Results of the Löwdin charge analysis, in e, for atoms 1 through 4: atom 1 (Na): -0.07, atom 2 (Na): -0.04, atom 3 (Na): 0.48, atom 4 (B): -0.77

---

# C8H24BeNO11

C8H24BeNO11 as an isolated structure at a distorted geometry (wB97M-V/def2-TZVPD, the Open Molecules 2025 dataset).

charge	+1
E	-1215.9368	Ha
frontier orbital gap	7.74	eV
E_HOMO	-10.79	eV
energy relative to the best compared isomer or geometry (same formula, charge and spin)	61.1	kJ/mol
LUMO energy	-3.053	eV

Positions of all 45 atoms, in Å:
1 Be 0.029 -0.091 0.103
2 N -2.848 -0.879 -1.880
3 O -2.053 -0.422 -0.980
4 O -2.521 -0.897 -3.085
5 O -4.014 -1.155 -1.545
6 C -1.493 -0.906 2.936
7 C -0.521 0.230 2.979
8 O 0.478 0.042 1.936
9 O -1.933 -0.913 1.629
10 H -2.318 -0.857 3.647
11 H -0.918 -1.835 3.064
12 H 0.003 0.220 3.934
13 H -1.015 1.185 2.830
14 H 1.171 -0.509 2.314
15 H -2.544 -1.563 1.269
16 C 0.321 -2.979 -1.201
17 C -0.045 -3.426 0.175
18 O 0.505 -2.471 1.019
19 O 0.290 -1.539 -1.252
20 H -0.332 -3.457 -1.931
21 H 1.378 -3.236 -1.348
22 H 0.267 -4.465 0.317
23 H -1.139 -3.520 0.222
24 H 0.579 -2.771 1.928
25 H 0.667 -1.227 -2.076
26 C 1.662 1.096 -2.710
27 C 2.636 0.173 -2.010
28 O 2.403 0.218 -0.611
29 O 0.362 0.841 -2.158
30 H 1.744 1.147 -3.794
31 H 1.964 2.088 -2.329
32 H 3.646 0.474 -2.292
33 H 2.491 -0.847 -2.365
34 H 3.045 0.813 -0.219
35 H -0.204 1.433 -2.672
36 C 0.417 3.364 0.286
37 C -0.864 3.072 1.010
38 O -1.420 1.815 0.649
39 O 1.400 2.444 0.789
40 H 0.732 4.394 0.464
41 H 0.260 3.216 -0.789
42 H -1.512 3.897 0.692
43 H -0.740 3.087 2.091
44 H -2.284 1.865 0.225
45 H 2.269 2.850 0.742

Results of the Löwdin charge analysis, in e, for atoms 1 through 4: atom 1 (Be): 0.77, atom 2 (N): -0.56, atom 3 (O): -0.13, atom 4 (O): -0.01

---

# C8H24BrFeO4

C8H24BrFeO4 as an isolated structure at a distorted geometry (wB97M-V/def2-TZVPD, the Open Molecules 2025 dataset).

charge	0
E	-4457.7334	Ha
frontier orbital gap (alpha / beta)	8.55 / 7.14	eV
multiplicity	6
E_HOMO (alpha / beta)	-9.05 / -9.74	eV
energy relative to the best compared isomer or geometry (same formula, charge and spin)	104.3	kJ/mol
LUMO energy (alpha / beta)	-0.499 / -2.595	eV

Positions of all 38 atoms, in Å:
1 Fe -2.681 3.524 -0.359
2 Br -1.838 0.988 0.368
3 C -2.714 -2.587 -3.624
4 C -2.128 -1.717 -2.534
5 O -3.070 -0.710 -2.139
6 H -3.167 -2.100 -4.488
7 H -3.530 -3.180 -3.212
8 H -1.891 -3.220 -3.955
9 H -1.184 -1.288 -2.871
10 H -2.095 -2.334 -1.636
11 H -2.814 -0.456 -1.249
12 C 1.758 -3.194 1.678
13 C 0.869 -2.089 1.006
14 O -0.147 -1.742 1.900
15 H 1.114 -3.984 2.064
16 H 2.497 -2.897 2.423
17 H 2.330 -3.673 0.883
18 H 0.514 -2.336 0.006
19 H 1.556 -1.264 0.819
20 H -0.809 -1.207 1.456
21 C 0.788 1.590 3.179
22 C -0.044 2.630 3.774
23 O -0.907 3.255 2.902
24 H 1.711 1.463 3.744
25 H 1.080 1.927 2.184
26 H 0.291 0.622 3.126
27 H 0.514 3.473 4.181
28 H -0.697 2.332 4.594
29 H -1.396 2.586 2.417
30 C 1.980 2.493 -2.330
31 C 2.052 1.262 -1.581
32 O 0.925 0.343 -1.755
33 H 2.862 3.057 -2.025
34 H 1.114 3.107 -2.082
35 H 2.115 2.362 -3.403
36 H 1.925 1.501 -0.525
37 H 2.959 0.661 -1.529
38 H 0.158 0.802 -1.408

Results of the Löwdin charge analysis, in e, for atoms 1 through 4: atom 1 (Fe): 0.63, atom 2 (Br): 0.05, atom 3 (C): -0.09, atom 4 (C): -0.32

---

# C8H24Cl2MgO4

C8H24Cl2MgO4 as an isolated structure at a distorted geometry (wB97M-V/def2-TZVPD, the Open Molecules 2025 dataset).

charge	0
E	-1740.8122	Ha
frontier orbital gap	8.32	eV
E_HOMO	-8.30	eV
energy relative to the best compared isomer or geometry (same formula, charge and spin)	0.0	kJ/mol
LUMO energy	0.029	eV

Positions of all 39 atoms, in Å:
1 Mg 0.704 -1.057 0.286
2 Cl 1.057 -2.225 2.423
3 Cl 0.922 -2.839 -1.321
4 C -3.778 -2.069 0.320
5 C -2.465 -1.763 -0.395
6 O -1.354 -1.706 0.532
7 H -3.958 -1.372 1.138
8 H -3.784 -3.104 0.659
9 H -4.605 -1.958 -0.386
10 H -2.503 -0.805 -0.909
11 H -2.258 -2.562 -1.110
12 H -1.411 -2.478 1.109
13 C -1.383 1.258 3.034
14 C -1.053 1.188 1.551
15 O 0.232 0.607 1.334
16 H -0.910 2.093 3.549
17 H -1.121 0.302 3.490
18 H -2.464 1.376 3.162
19 H -1.080 2.177 1.076
20 H -1.796 0.583 1.045
21 H 0.851 1.196 1.776
22 C -1.165 1.776 -2.267
23 C 0.227 1.239 -2.065
24 O 0.229 -0.008 -1.390
25 H -1.675 1.805 -1.301
26 H -1.736 1.105 -2.912
27 H -1.142 2.783 -2.676
28 H 0.833 1.944 -1.492
29 H 0.749 1.145 -3.024
30 H -0.091 -0.689 -2.006
31 C 4.837 0.170 -0.641
32 C 3.363 0.481 -0.521
33 O 2.720 -0.364 0.448
34 H 5.286 0.694 -1.486
35 H 5.001 -0.900 -0.758
36 H 5.383 0.500 0.251
37 H 2.869 0.302 -1.476
38 H 3.203 1.542 -0.289
39 H 3.268 -0.367 1.240

Results of the Löwdin charge analysis, in e, for atoms 1 through 4: atom 1 (Mg): 0.14, atom 2 (Cl): -0.15, atom 3 (Cl): -0.08, atom 4 (C): -0.07

---

Q: What is the E in the first record?
A: -646.7091 Ha